Entry from the Open Molecules 2025 dataset: a 6-piece molecular cluster, C35H38BBrF3O3 overall (the ωB97M-V functional and the def2-TZVPD basis).

Each atom is followed by the atoms it is bonded to, with distances in Å.
Element x y z (Å)
1 C 2.494 -0.854 -3.466  C15 1.387, C16 1.389, H18 1.079
2 F 3.370 -1.726 -0.477  C31 1.355
3 H -0.071 -1.069 -6.346  C65 1.084
4 C 2.385 3.563 6.546  C14 1.388, H27 1.083, C60 1.387
5 H -7.258 -2.736 -6.189  C57 1.083
6 O 2.355 0.496 1.083  C29 1.425, H78 0.960
7 H -2.460 -0.564 -0.130  C43 1.103
8 H -5.497 -0.421 -2.308  C13 1.083
9 C -1.976 -2.413 0.866  H25 1.098, H40 1.101, C43 1.518, O62 1.406
10 C 6.471 1.997 3.308  C17 1.388, C37 1.387, H45 1.083
11 C -5.830 2.218 -0.217  C21 1.388, H50 1.082, C72 1.388
12 C 0.469 2.573 5.482  C14 1.387, H56 1.082, C58 1.388
13 C -5.977 0.360 -1.731  H8 1.083, C53 1.389, C72 1.388
14 C 1.014 3.528 6.328  C4 1.388, C12 1.387, H46 1.083
15 C 1.450 -1.765 -3.399  C1 1.387, C63 1.386, H69 1.082
16 C 2.612 -0.017 -4.568  C1 1.389, H35 1.083, C77 1.389
17 C 7.195 3.061 3.827  C10 1.388, H54 1.083, C68 1.388
18 H 3.208 -0.793 -2.659  C1 1.079
19 C 8.448 3.196 1.780  C38 1.388, H66 1.083, C68 1.389
20 H -7.693 3.124 0.339  C21 1.083
21 C -7.211 2.349 -0.245  C11 1.388, H20 1.083, C70 1.388
22 B 0.094 -1.332 0.550  O41 1.537, C59 1.654, O62 1.516, H71 1.217
23 F 4.082 -2.619 1.384  C31 1.365
24 H 1.510 -2.720 1.622  C59 1.094
25 H -2.786 -2.910 0.316  C9 1.098
26 H -3.549 -4.023 -3.185  C79 1.083
27 H 2.808 4.305 7.211  C4 1.083
28 H -9.055 1.583 -1.031  C70 1.083
29 C 2.538 -0.813 1.615  O6 1.425, C31 1.520, C59 1.533, H81 1.099
30 H -0.278 -2.554 -4.381  C63 1.080
31 C 3.664 -1.449 0.817  F2 1.355, F23 1.365, C29 1.520, F48 1.365
32 C -5.220 -4.712 -4.342  C36 1.388, H39 1.082, C79 1.388
33 H -6.934 -5.107 -5.571  C36 1.083
34 H 7.926 1.769 0.264  C38 1.082
35 H 3.424 0.698 -4.616  C16 1.083
36 C -6.262 -4.350 -5.186  C32 1.388, H33 1.083, C57 1.388
37 C 6.732 1.531 2.028  C10 1.387, C38 1.388, H44 1.078
38 C 7.723 2.131 1.263  C19 1.388, H34 1.082, C37 1.388
39 H -5.083 -5.749 -4.066  C32 1.082
40 H -1.958 -2.785 1.902  C9 1.101
41 O -0.925 -0.402 1.228  B22 1.537, C43 1.360
42 H 3.313 0.985 4.559  C49 1.083
43 C -2.136 -0.904 0.869  H7 1.103, C9 1.518, O41 1.360, Br47 1.984
44 H 6.157 0.704 1.642  C37 1.078
45 H 5.693 1.526 3.896  C10 1.083
46 H 0.370 4.245 6.821  C14 1.083
47 Br -3.575 -0.304 2.096  C43 1.984
48 F 4.753 -0.628 0.783  C31 1.365
49 C 2.667 1.697 5.059  H42 1.083, C58 1.389, C60 1.390
50 H -5.233 2.884 0.392  C11 1.082
51 H 1.785 0.563 -6.463  C77 1.083
52 H 8.751 4.493 3.462  C68 1.083
53 C -7.360 0.487 -1.756  C13 1.389, C70 1.388, H75 1.083
54 H 6.989 3.424 4.826  C17 1.083
55 H -4.134 1.122 -0.938  C72 1.082
56 H -0.599 2.542 5.313  C12 1.082
57 C -6.443 -3.019 -5.535  H5 1.083, C36 1.388, C67 1.388
58 C 1.294 1.655 4.848  C12 1.388, C49 1.389, H74 1.084
59 C 1.260 -1.657 1.677  B22 1.654, H24 1.094, C29 1.533, H73 1.097
60 C 3.213 2.649 5.911  C4 1.387, C49 1.390, H64 1.083
61 C -4.534 -2.413 -4.204  C67 1.388, H76 1.083, C79 1.388
62 O -0.728 -2.567 0.236  C9 1.406, B22 1.516
63 C 0.533 -1.842 -4.436  C15 1.386, H30 1.080, C65 1.389
64 H 4.283 2.677 6.080  C60 1.083
65 C 0.650 -1.007 -5.539  H3 1.084, C63 1.389, C77 1.388
66 H 9.218 3.668 1.182  C19 1.083
67 C -5.579 -2.050 -5.042  C57 1.388, C61 1.388, H80 1.083
68 C 8.185 3.662 3.061  C17 1.388, C19 1.389, H52 1.083
69 H 1.344 -2.403 -2.532  C15 1.082
70 C -7.977 1.484 -1.014  C21 1.388, H28 1.083, C53 1.388
71 H 0.526 -0.805 -0.458  B22 1.217
72 C -5.211 1.226 -0.965  C11 1.388, C13 1.388, H55 1.082
73 H 0.795 -1.441 2.646  C59 1.097
74 H 0.864 0.908 4.191  C58 1.084
75 H -7.955 -0.197 -2.349  C53 1.083
76 H -3.859 -1.658 -3.821  C61 1.083
77 C 1.691 -0.091 -5.605  C16 1.389, H51 1.083, C65 1.388
78 H 2.150 1.087 1.810  O6 0.960
79 C -4.357 -3.743 -3.850  H26 1.083, C32 1.388, C61 1.388
80 H -5.721 -1.010 -5.310  C67 1.083
81 H 2.946 -0.719 2.632  C29 1.099

Output
Molecular weight (g mol⁻¹): 654.40
Total charge: -1
Gap between HOMO and LUMO (eV): 7.49
E_LUMO (hartree): 0.092

Entry from the Open Molecules 2025 dataset: C3H5Cl in the gas phase (the ωB97M-V functional and the def2-TZVPD basis).

Each atom is followed by the atoms it is bonded to, with distances in Å.
Element x y z (Å)
1 H 1.255 -0.966 -0.394  C8 1.008
2 H -0.191 -1.710 -0.680  C8 1.097
3 H 0.575 -1.450 0.904  C8 0.993
4 H -0.538 2.248 -0.095  C5 1.059
5 C 0.088 1.403 0.032  H4 1.059, C7 1.330, H9 1.039
6 Cl -2.145 -0.224 0.000  C7 1.704
7 C -0.498 0.210 0.067  C5 1.330, Cl6 1.704, C8 1.521
8 C 0.342 -1.058 0.023  H1 1.008, H2 1.097, H3 0.993, C7 1.521
9 H 1.112 1.547 0.143  C5 1.039

Output
Molecular weight (g mol⁻¹): 76.53
Gap between HOMO and LUMO (eV): 10.59
Energy relative to the best compared isomer or geometry (same formula, charge and spin) (eV): 0.610
E_LUMO (hartree): 0.039
SMILES: C=C(C)Cl

Entry from the Open Molecules 2025 dataset: a 2-piece molecular cluster, C3H6P2 overall (the ωB97M-V functional and the def2-TZVPD basis).

Each atom is followed by the atoms it is bonded to, with distances in Å.
Element x y z (Å)
1 H -1.800 -1.932 0.693  C5 1.090
2 C 3.775 0.161 -0.252  H8 1.055, P11 1.548
3 H -2.988 -1.169 -0.358  C5 1.087
4 H -0.957 1.575 0.614  C7 1.081
5 C -2.100 -0.986 0.243  H1 1.090, H3 1.087, P6 1.860, H10 1.089
6 P -0.719 -0.373 -0.842  C5 1.860, C7 1.662
7 C -0.395 1.121 -0.191  H4 1.081, P6 1.662, H9 1.080
8 H 4.727 0.459 -0.596  C2 1.055
9 H 0.378 1.733 -0.634  C7 1.080
10 H -2.330 -0.269 1.029  C5 1.089
11 P 2.409 -0.321 0.293  C2 1.548

Output
Molecular weight (g mol⁻¹): 104.03
Gap between HOMO and LUMO (eV): 9.17
Energy relative to the best compared isomer or geometry (same formula, charge and spin) (eV): 1.972
E_LUMO (hartree): 0.001
SMILES: C=PC.C#P

Entry from the Open Molecules 2025 dataset: a 16-piece molecular cluster, C64H64N16O16 overall (the ωB97M-V functional and the def2-TZVPD basis).

Each atom is followed by the atoms it is bonded to, with distances in Å.
Element x y z (Å)
1 H 5.384 -3.412 -3.441  C88 1.080
2 C -1.631 -6.043 -2.564  C13 1.419, N16 1.503, C76 1.398
3 C -0.779 8.426 -1.848  H91 1.080, C99 1.411, C125 1.391
4 O -3.567 8.060 0.403  N156 1.239
5 H -3.264 4.248 -0.506  C108 1.080
6 C 0.743 -2.254 4.761  H32 1.090, C82 1.477, H94 1.090, H115 1.090
7 H -3.274 -0.007 3.688  C36 1.090
8 C -0.642 -0.358 -0.260  N52 1.506, C101 1.377, C111 1.389
9 C -1.726 1.596 -4.110  N79 1.151, C83 1.455
10 H -2.361 -0.868 -5.404  C118 1.080
11 H -0.124 -2.962 -2.432  C43 1.080
12 O -3.763 6.681 -1.180  N156 1.215
13 C -2.768 -5.196 -2.630  C2 1.419, H56 1.080, C92 1.372
14 C 3.258 1.373 4.114  C39 1.369, C142 1.404, N155 1.479
15 H 2.573 -4.655 -0.154  C37 1.090
16 N -1.476 -7.125 -3.595  C2 1.503, O81 1.207, O96 1.245
17 H 3.225 -0.179 -6.525  C153 1.080
18 H -6.003 -3.808 1.375  C42 1.090
19 C 3.728 -2.236 -6.132  C124 1.392, H146 1.080, C153 1.407
20 O -0.653 3.699 -1.616  N106 1.246
21 C -4.221 0.766 5.449  C36 1.471, N145 1.171
22 C 5.347 -2.781 1.140  N100 1.140, C110 1.451
23 H -0.294 -5.056 0.378  C31 1.080
24 H 5.362 -3.718 3.115  C110 1.090
25 C -3.229 3.722 2.826  C41 1.401, C55 1.395, H102 1.080
26 H 2.953 -1.231 -1.271  C44 1.080
27 C 1.417 -1.481 0.161  C44 1.382, H107 1.080, C111 1.373
28 H -4.588 -2.789 1.297  C42 1.090
29 H 3.030 1.842 -0.805  C143 1.080
30 C 3.361 3.779 0.058  H85 1.080, C137 1.376, C143 1.425
31 C -1.000 -5.063 -0.439  H23 1.080, C69 1.443, C76 1.381
32 H 0.202 -3.201 4.749  C6 1.090
33 H 4.517 -4.194 -5.622  C124 1.080
34 H -2.218 -6.826 3.535  C40 1.090
35 H -0.701 0.816 -2.070  C101 1.080
36 C -3.119 0.073 4.764  H7 1.090, C21 1.471, H90 1.090, H126 1.090
37 C 2.818 -5.426 0.577  H15 1.090, H47 1.090, H87 1.090, C123 1.430
38 H -1.563 7.053 -3.376  C125 1.080
39 C 2.221 1.126 4.974  C14 1.369, C46 1.449, H121 1.080
40 C -1.988 -6.018 4.230  H34 1.090, H73 1.090, C80 1.485, H131 1.090
41 C -3.190 3.424 1.458  C25 1.401, H71 1.080, C108 1.377
42 C -5.212 -3.365 1.980  H18 1.090, H28 1.090, C64 1.464, H147 1.090
43 C -0.261 -2.666 -3.462  H11 1.080, C65 1.396, C158 1.430
44 C 1.933 -0.980 -1.019  H26 1.080, C27 1.382, C61 1.403
45 H 0.970 -3.313 -6.566  C54 1.080
46 C 1.945 2.075 6.033  C39 1.449, H141 1.080, C151 1.381
47 H 2.231 -6.323 0.381  C37 1.090
48 O 1.813 -4.562 -2.987  N134 1.215
49 H -5.324 -0.296 -0.563  C127 1.090
50 O 2.991 1.663 -4.670  N59 1.256
51 C 4.701 -1.376 -3.718  H67 1.080, C88 1.423, C130 1.380
52 N -2.091 -0.178 0.106  C8 1.506, O57 1.252, O97 1.225
53 C -0.698 -2.083 -6.103  C54 1.402, C118 1.425, H139 1.080
54 C 0.397 -2.888 -5.756  H45 1.080, C53 1.402, C65 1.391
55 C -3.381 5.035 3.270  C25 1.395, H66 1.080, C78 1.371
56 H -3.461 -5.258 -3.456  C13 1.080
57 O -2.763 0.722 -0.447  N52 1.252
58 H -6.438 -0.446 -2.015  C127 1.090
59 N 3.764 0.918 -4.018  O50 1.256, C130 1.527, O149 1.268
60 H 4.885 2.669 3.542  C142 1.080
61 C 1.190 -0.047 -1.758  C44 1.403, C101 1.375, H113 1.080
62 O -0.169 3.593 3.701  N70 1.203
63 H 0.227 5.148 -0.015  C136 1.080
64 C -5.872 -2.419 2.881  C42 1.464, N117 1.152
65 C 0.595 -3.216 -4.418  C43 1.396, C54 1.391, N134 1.453
66 H -3.572 5.402 4.268  C55 1.080
67 H 4.953 -1.216 -2.680  C51 1.080
68 H 5.777 -1.926 2.919  C110 1.090
69 C -2.189 -4.253 -0.558  C31 1.443, C92 1.397, H109 1.080
70 N 0.044 2.905 2.737  O62 1.203, O119 1.237, C144 1.483
71 H -3.210 2.381 1.176  C41 1.080
72 O 1.891 -4.974 -5.092  N134 1.225
73 H -1.101 -6.062 4.862  C40 1.090
74 O 4.599 0.435 2.477  N155 1.249
75 H 3.444 5.615 1.030  C137 1.080
76 C -0.733 -5.904 -1.502  C2 1.398, C31 1.381, H103 1.080
77 C 3.822 3.374 5.259  H84 1.080, C142 1.370, C151 1.395
78 C -3.435 6.039 2.338  C55 1.371, H95 1.080, C132 1.395
79 N -2.786 1.395 -3.707  C9 1.151
80 C -1.876 -4.778 3.420  C40 1.485, N93 1.203
81 O -2.433 -7.492 -4.232  N16 1.207
82 C 1.860 -2.444 5.707  C6 1.477, N112 1.134
83 C -0.421 1.806 -4.718  C9 1.455, H104 1.090, H135 1.090, H150 1.090
84 H 4.545 4.161 5.414  C77 1.080
85 H 4.282 3.909 -0.491  C30 1.080
86 O -1.274 4.614 -3.534  N106 1.236
87 H 3.903 -5.513 0.512  C37 1.090
88 C 4.905 -2.725 -4.123  H1 1.080, C51 1.423, C124 1.386
89 H -4.698 -0.169 -2.271  C127 1.090
90 H -2.137 0.496 4.976  C36 1.090
91 H -1.026 9.280 -2.462  C3 1.080
92 C -3.082 -4.310 -1.630  C13 1.372, C69 1.397, H140 1.080
93 N -1.774 -3.749 2.807  C80 1.203
94 H 0.106 -1.430 5.082  C6 1.090
95 H -3.658 7.004 2.768  C78 1.080
96 O -0.311 -7.470 -3.870  N16 1.245
97 O -2.585 -0.926 0.941  N52 1.225
98 H 2.721 3.781 7.030  C151 1.080
99 C -0.083 8.491 -0.622  C3 1.411, H128 1.080, C157 1.426
100 N 4.961 -2.697 0.070  C22 1.140
101 C -0.123 0.177 -1.418  C8 1.377, H35 1.080, C61 1.375
102 H -3.179 2.983 3.612  C25 1.080
103 H 0.162 -6.506 -1.462  C76 1.080
104 H -0.339 1.335 -5.698  C83 1.090
105 C -5.808 1.424 -1.358  C127 1.474, N160 1.169
106 N -0.901 4.671 -2.357  O20 1.246, O86 1.236, C159 1.482
107 H 2.001 -2.078 0.845  C27 1.080
108 C -3.255 4.460 0.553  H5 1.080, C41 1.377, C132 1.405
109 H -2.540 -3.646 0.264  C69 1.080
110 C 5.812 -2.934 2.505  C22 1.451, H24 1.090, H68 1.090, H120 1.090
111 C 0.115 -1.225 0.516  C8 1.389, C27 1.373, H138 1.080
112 N 2.731 -2.605 6.415  C82 1.134
113 H 1.602 0.535 -2.570  C61 1.080
114 C 1.851 4.426 1.886  C137 1.405, C144 1.413, H152 1.080
115 H 0.941 -2.027 3.713  C6 1.090
116 N 2.089 -4.394 2.829  C123 1.152
117 N -6.436 -1.667 3.547  C64 1.152
118 C -1.540 -1.505 -5.110  H10 1.080, C53 1.425, C158 1.381
119 O -0.637 1.915 2.445  N70 1.237
120 H 6.820 -3.314 2.342  C110 1.090
121 H 1.588 0.252 5.018  C39 1.080
122 H -2.055 -1.508 -3.005  C158 1.080
123 C 2.427 -4.845 1.824  C37 1.430, N116 1.152
124 C 4.358 -3.170 -5.315  C19 1.392, H33 1.080, C88 1.386
125 C -0.959 7.207 -2.494  C3 1.391, H38 1.080, C159 1.422
126 H -3.162 -0.946 5.148  C36 1.090
127 C -5.535 -0.005 -1.592  H49 1.090, H58 1.090, H89 1.090, C105 1.474
128 H 0.138 9.447 -0.170  C99 1.080
129 H 0.897 7.333 0.960  C157 1.080
130 C 4.035 -0.491 -4.541  C51 1.380, N59 1.527, C153 1.379
131 H -2.805 -5.874 4.937  C40 1.090
132 C -3.308 5.801 0.969  C78 1.395, C108 1.405, N156 1.479
133 O 2.517 -0.279 2.598  N155 1.246
134 N 1.503 -4.314 -4.135  O48 1.215, C65 1.453, O72 1.225
135 H 0.399 1.436 -4.104  C83 1.090
136 C 0.029 6.064 -0.552  H63 1.080, C157 1.405, C159 1.406
137 C 2.929 4.666 1.017  C30 1.376, H75 1.080, C114 1.405
138 H -0.295 -1.762 1.359  C111 1.080
139 H -0.942 -1.804 -7.118  C53 1.080
140 H -3.964 -3.688 -1.658  C92 1.080
141 H 1.104 1.822 6.662  C46 1.080
142 C 4.029 2.545 4.189  C14 1.404, H60 1.080, C77 1.370
143 C 2.659 2.546 -0.075  H29 1.080, C30 1.425, C148 1.409
144 C 1.168 3.191 1.812  N70 1.483, C114 1.413, C148 1.439
145 N -5.161 1.265 5.936  C21 1.171
146 H 3.390 -2.641 -7.075  C19 1.080
147 H -4.669 -4.078 2.601  C42 1.090
148 C 1.574 2.273 0.781  C143 1.409, C144 1.439, H154 1.080
149 O 4.264 1.229 -2.895  N59 1.268
150 H -0.333 2.885 -4.841  C83 1.090
151 C 2.735 3.204 6.117  C46 1.381, C77 1.395, H98 1.080
152 H 1.588 5.094 2.693  C114 1.080
153 C 3.653 -0.868 -5.811  H17 1.080, C19 1.407, C130 1.379
154 H 1.123 1.295 0.704  C148 1.080
155 N 3.452 0.456 2.970  C14 1.479, O74 1.249, O133 1.246
156 N -3.538 6.891 -0.004  O4 1.239, O12 1.215, C132 1.479
157 C 0.304 7.299 0.058  C99 1.426, H129 1.080, C136 1.405
158 C -1.354 -1.798 -3.773  C43 1.430, C118 1.381, H122 1.080
159 C -0.615 6.015 -1.801  N106 1.482, C125 1.422, C136 1.406
160 N -5.939 2.574 -1.193  C105 1.169

Output
Molecular weight (g mol⁻¹): 1313.31
Gap between HOMO and LUMO (eV): 8.19
E_LUMO (hartree): -0.044

Max |F| values (in Eh/bohr) by entry order: 0.01443, 0.09120, 0.03865, 0.11282.